Below is C27H34AsBrClFeN3O9Si2 as an isolated structure in a non-equilibrium geometry, with properties calculated with wB97M-V/def2-TZVPD.

Computed properties:
Max |F|: 1.08 eV Å⁻¹
Charge: -2
Orbital gap (alpha / beta): 5.397 / 5.344 eV
Energy relative to the best compared isomer or geometry (same formula, charge and spin): 0.0 kcal/mol

Positions of all 79 atoms, in Å:
Fe 0.0696 0.2001 -0.0941
C -1.3436 0.2100 -3.6200
C -2.1047 -0.0935 -2.3834
N -1.6644 0.0206 -1.1485
C -2.6831 -0.3380 -0.3201
C -3.7833 -0.6642 -1.0511
N -3.3971 -0.5035 -2.3623
C -5.1397 -1.1002 -0.7001
O -5.3878 -1.1963 0.5895
O -5.9648 -1.3390 -1.5635
C -2.4430 -0.3095 1.1467
O -3.3806 -0.6722 1.8973
O -1.3029 0.0935 1.4767
H -1.5274 1.2400 -3.9318
H -1.6359 -0.4612 -4.4293
H -0.2810 0.0995 -3.4057
H -4.0075 -0.6760 -3.1430
H -4.5615 -0.9298 1.1403
Br 1.6600 0.8070 3.3131
C 2.5540 -0.1868 1.9616
C 3.5510 -1.0689 2.3415
C 4.2013 -1.7630 1.3350
C 3.8545 -1.5320 0.0158
C 2.8237 -0.6500 -0.2522
N 2.1738 0.0114 0.7164
C 2.3508 -0.3930 -1.6766
O 3.1185 -0.6751 -2.5977
O 1.2009 0.1304 -1.7538
H 3.7788 -1.2186 3.3857
H 4.9663 -2.4869 1.5877
H 4.3279 -2.0329 -0.8154
C -0.7223 -5.3254 3.1742
C -0.3155 -4.5681 4.4084
C -0.7289 -4.9938 5.6676
C -0.3256 -4.3278 6.8099
Cl -0.8604 -4.9091 8.3762
C 0.4964 -3.2181 6.7417
C 0.9051 -2.7785 5.4934
C 0.5091 -3.4388 4.3336
O 1.0015 -2.9950 3.1507
C 0.0569 -2.3794 2.2531
C 0.3715 -2.7552 0.7949
O 0.7066 -3.9199 0.5628
O 0.2101 -1.8351 -0.0628
H -0.6445 -6.3997 3.3544
H -0.0991 -5.0601 2.3180
H -1.7613 -5.1094 2.9124
H -1.3622 -5.8684 5.7536
H 0.8000 -2.7039 7.6433
H 1.5315 -1.9016 5.3871
H 0.0771 -1.3041 2.4057
H -0.9572 -2.7209 2.4808
C 1.3965 5.5287 -1.5543
Si 1.2539 3.6596 -1.8725
C 0.4644 3.5073 -3.5954
C 3.0255 3.0594 -2.0944
As 0.2514 2.6565 -0.0606
Si -1.6800 3.9226 0.0606
C -1.4154 5.4332 1.1762
C -3.1066 2.9641 0.8329
C -2.3945 4.6306 -1.5517
H 1.9317 6.0255 -2.3716
H 1.9403 5.7039 -0.6232
H 0.4162 6.0014 -1.4552
H 0.8052 4.3245 -4.2411
H -0.6251 3.5395 -3.5520
H 0.7619 2.5633 -4.0579
H 3.5411 3.6855 -2.8314
H 3.0564 2.0254 -2.4407
H 3.5774 3.1162 -1.1525
H -1.0231 5.1082 2.1423
H -2.3510 5.9790 1.3426
H -0.6846 6.1197 0.7406
H -2.7812 2.4299 1.7273
H -3.5024 2.2225 0.1347
H -3.9227 3.6398 1.1094
H -1.6718 5.2145 -2.1245
H -3.2467 5.2781 -1.3160
H -2.7542 3.8216 -2.1933